# 1
Here is a structure of composition C21H53ClN8O21P2 from OMol25. Energies are from ωB97M-V/def2-TZVPD.

Output
Spin multiplicity: 1
Gap between HOMO and LUMO: 8.18 eV

Element x y z (Å)
C1 4.2890 5.5881 -0.6342
C2 3.8832 4.3339 -1.4488
C3 2.6256 3.6865 -0.8077
Cl1 1.3141 4.9261 -0.8131
O1 2.2051 2.6319 -1.6641
P1 1.9546 1.1663 -0.9625
O2 0.7402 0.5710 -1.5760
O3 1.7453 1.2682 0.6439
C4 0.5099 1.9031 1.0204
C5 0.3177 1.6453 2.5497
C6 -0.8446 0.6540 2.7767
C7 -2.1893 1.3956 2.4920
C8 -3.0950 0.4427 1.6756
C9 -4.4988 1.0199 1.4241
O4 -4.4389 1.7647 0.1991
C10 -5.4230 1.3029 -0.7413
O5 3.2412 0.2529 -1.3438
P2 4.2586 -0.2923 -0.0632
C11 4.7346 1.1529 1.0381
C12 3.2033 -1.3945 0.9940
C13 2.5707 -2.5229 0.1657
H1 4.1734 6.4997 -1.2287
H2 5.3510 5.5491 -0.3526
H3 3.7309 5.7128 0.2987
H4 4.6633 3.5651 -1.4681
H5 3.5792 4.6337 -2.4555
H6 2.9085 3.3608 0.1980
H7 0.5432 2.9921 0.8962
H8 -0.3571 1.4986 0.4925
H9 1.2520 1.2020 2.9293
H10 0.1918 2.5906 3.0913
H11 -0.8375 0.2200 3.7825
H12 -0.7548 -0.1523 2.0350
H13 -2.0102 2.2976 1.8873
H14 -2.6668 1.7382 3.4184
H15 -2.6007 0.2619 0.7120
H16 -3.1356 -0.5075 2.2290
H17 -5.2223 0.1999 1.3377
H18 -4.7786 1.7329 2.2166
H19 -5.1954 0.2517 -0.9750
H20 -6.4148 1.4123 -0.2793
H21 -5.3441 1.9505 -1.6124
H22 4.0713 1.1120 1.9126
H23 5.7465 0.9128 1.3810
H24 4.6798 2.1120 0.5162
H25 3.9242 -1.8633 1.6858
H26 2.4950 -0.8449 1.6279
H27 2.1057 -3.3028 0.7776
H28 3.3887 -3.0147 -0.3869
H29 1.8693 -2.1669 -0.5960
C14 -6.2377 1.0860 -5.3473
N1 -7.1246 1.8740 -4.4490
O6 -6.6404 2.3114 -3.4265
O7 -8.2763 2.0256 -4.7996
H30 -5.2609 1.0259 -4.9086
H31 -6.6802 0.0975 -5.4447
H32 -6.2033 1.5960 -6.3052
C15 8.5521 2.4161 3.6381
N2 7.2803 1.8476 3.1190
O8 6.3111 2.5733 3.0794
O9 7.3034 0.6835 2.7671
H33 8.3810 3.4514 3.9102
H34 8.8425 1.8276 4.5037
H35 9.2920 2.3372 2.8466
C16 -1.1892 -1.7809 -0.9131
N3 -2.5642 -2.2911 -0.6538
O10 -2.8123 -2.7226 0.4596
O11 -3.3499 -2.2495 -1.5718
H36 -0.6041 -1.8859 -0.0061
H37 -0.7675 -2.3774 -1.7161
H38 -1.2750 -0.7380 -1.2045
C17 -2.2064 -4.9751 2.4851
N4 -0.7895 -5.4099 2.5777
O12 -0.0086 -4.8113 1.8682
O13 -0.5135 -6.3113 3.3400
H39 -2.2358 -4.1705 1.7551
H40 -2.7980 -5.8272 2.1624
H41 -2.5151 -4.6360 3.4703
C18 -7.1607 4.7450 2.5507
N5 -6.8806 3.3193 2.8625
O14 -6.0457 3.0828 3.7139
O15 -7.5083 2.4915 2.2391
H42 -6.5318 5.3654 3.1791
H43 -6.9344 4.8983 1.4992
H44 -8.2126 4.9228 2.7547
C19 1.7101 -6.2280 -1.2559
N6 0.3713 -5.5780 -1.2950
O16 -0.6074 -6.2896 -1.2020
O17 0.3362 -4.3706 -1.4085
H45 1.5739 -7.2935 -1.1434
H46 2.2102 -5.9938 -2.1886
H47 2.2442 -5.8102 -0.4089
C20 -1.7971 2.7631 -4.1686
N7 -3.0647 2.2117 -4.7181
O18 -4.0235 2.9563 -4.7893
O19 -3.0485 1.0461 -5.0568
H48 -1.9581 3.8034 -3.9100
H49 -1.5377 2.1771 -3.2900
H50 -1.0385 2.6641 -4.9397
C21 6.2342 -7.6170 -1.3018
N8 4.8980 -6.9666 -1.3479
O20 3.9179 -7.6808 -1.2579
O21 4.8792 -5.7621 -1.4724
H51 6.0938 -8.6860 -1.1887
H52 6.7411 -7.3860 -2.2343
H53 6.7696 -7.2012 -0.4532

These are the Löwdin partial charges, in e, on atoms 1 to 8:
1 C -0.12
2 C -0.24
3 C -0.74
4 Cl 0.68
5 O -0.20
6 P 0.44
7 O -0.26
8 O -0.24


# 2
Here is a cluster of 5 separate species, C26H57ClN3O18P7 in total from OMol25. Energies are from ωB97M-V/def2-TZVPD.

Output
Spin multiplicity: 1
Gap between HOMO and LUMO: 5.82 eV

Element x y z (Å)
C1 0.7386 -1.1582 2.9878
C2 0.5767 0.1025 1.9521
P1 -0.4670 -0.2553 0.3938
C3 0.5798 -0.8593 -1.0844
C4 2.1984 -0.6524 -0.9242
C5 -1.6035 1.2304 -0.0781
C6 -0.9272 2.7225 -0.1398
P2 0.9213 3.1405 0.1671
O1 1.8334 2.6538 -1.0700
C7 -1.9211 3.9853 -0.4959
C8 -3.5474 3.7384 -0.7751
P3 -4.5820 5.3112 -1.1193
O2 -6.1491 4.9572 -1.7894
Cl1 -4.8932 6.2134 0.8257
C9 -4.1547 2.1869 -0.7374
N1 -5.6276 2.0394 -0.9958
C10 -6.1014 0.6152 -0.9476
C11 -5.0853 -0.6157 -0.6349
C12 -5.7567 -2.1476 -0.6436
C13 -7.0402 -2.2760 0.3958
N2 -6.7577 -1.6502 1.7587
N3 -3.6176 -0.5415 -0.3204
C14 -3.2136 0.9051 -0.3921
H1 1.2612 -0.7342 3.9722
H2 1.3710 -1.9861 2.4537
H3 -0.3585 -1.5545 3.2096
H4 -0.0017 0.9578 2.5510
H5 1.6475 0.5428 1.7389
H6 0.1344 -0.4079 -2.0936
H7 0.3901 -2.0337 -1.1740
H8 2.6803 -0.4552 -1.9946
H9 2.7399 -1.6159 -0.4818
H10 2.5045 0.2655 -0.2583
H11 1.0544 4.6041 0.1611
H12 1.4282 2.7107 1.4481
H13 -1.4555 5.0680 -0.5476
H14 -6.7237 4.7096 -0.9816
H15 -7.2382 0.3745 -1.1611
H16 -6.1985 -2.3363 -1.7245
H17 -4.9604 -2.9831 -0.3670
H18 -7.9145 -1.6265 -0.0882
H19 -7.4510 -3.3802 0.4673
H20 -6.9349 -0.6060 1.7000
H21 -7.4896 -2.0520 2.4133
C15 4.5967 4.9310 -1.3299
O3 4.5860 6.1022 -0.5409
P4 5.8893 6.4215 0.3506
O4 6.9222 5.3391 0.4087
O5 5.2606 6.8287 1.7782
C16 4.5445 5.8188 2.4595
O6 6.3942 7.8265 -0.2457
C17 7.6612 8.2797 0.1775
H22 4.1783 4.1048 -0.7478
H23 3.9727 5.0954 -2.2114
H24 5.6057 4.6744 -1.6631
H25 5.0669 4.8597 2.4004
H26 3.5469 5.7201 2.0232
H27 4.4455 6.1029 3.5092
H28 8.4364 7.8015 -0.4286
H29 7.8292 8.0564 1.2346
H30 7.7166 9.3612 0.0308
C18 -4.3267 -7.6314 -3.0702
O7 -3.1614 -7.0814 -2.4922
P5 -2.4773 -5.8228 -3.2292
O8 -3.0345 -5.4710 -4.5737
O9 -0.9124 -6.2102 -3.2300
C19 -0.5503 -7.3568 -3.9722
O10 -2.5713 -4.6644 -2.1183
C20 -2.2522 -3.3550 -2.5348
H31 -4.0395 -8.4252 -3.7658
H32 -4.9433 -8.0607 -2.2772
H33 -4.9158 -6.8751 -3.5956
H34 -1.0702 -7.3817 -4.9342
H35 -0.7953 -8.2554 -3.3999
H36 0.5264 -7.3348 -4.1532
H37 -3.1294 -2.9030 -3.0074
H38 -1.4140 -3.3556 -3.2368
H39 -1.9797 -2.7621 -1.6582
C21 6.1162 -1.9479 -5.4537
O11 6.0287 -2.2652 -4.0803
P6 7.2051 -1.7440 -3.1108
O12 8.3896 -1.1315 -3.7918
O13 7.5402 -3.0434 -2.2173
C22 8.0545 -4.1640 -2.9077
O14 6.4237 -0.7821 -2.0867
C23 7.2139 0.0151 -1.2325
H40 6.6513 -2.7491 -5.9717
H41 5.1057 -1.8746 -5.8624
H42 6.6265 -0.9955 -5.6194
H43 8.8023 -3.8605 -3.6460
H44 7.2382 -4.6913 -3.4084
H45 8.5226 -4.8382 -2.1875
H46 7.5231 0.9187 -1.7662
H47 8.0967 -0.5294 -0.8865
H48 6.6148 0.3055 -0.3660
C24 -2.6205 -0.2194 7.5860
O15 -3.5804 -0.7723 6.7101
P7 -4.1075 0.1446 5.4950
O16 -3.6706 1.5765 5.5198
O17 -5.7042 -0.0724 5.5437
C25 -6.3642 0.3831 6.7072
O18 -3.6598 -0.6914 4.1967
C26 -3.7810 -0.0441 2.9493
H49 -3.1361 0.2698 8.4176
H50 -1.9983 -1.0262 7.9801
H51 -1.9732 0.5003 7.0780
H52 -5.9846 1.3613 7.0158
H53 -6.2191 -0.3380 7.5160
H54 -7.4322 0.4690 6.4967
H55 -2.9028 0.5868 2.7834
H56 -4.6873 0.5660 2.9057
H57 -3.8250 -0.8005 2.1617

These are the Löwdin partial charges, in e, on atoms 1 to 8:
1 C -0.18
2 C -0.49
3 P 0.92
4 C -0.42
5 C -0.19
6 C -0.25
7 C -0.27
8 P 0.76


Number 1: total energy -3992.2523 a.u., highest occupied orbital energy -8.4610 eV. Number 2: total energy -5393.0187 a.u., highest occupied orbital energy -7.8838 eV.